A molecular structure, C2H10N6. Source: OMol25; level of theory: ωB97M-V/def2-TZVPD.

HOMO energy (spin up / spin down) ... -7.29 / -7.28 eV

Last column: natural (NBO) charge in e.
Element x y z (Å)
1 C -1.3134 -0.6708 -0.6937  -0.67
2 C -0.8609 0.2931 0.3971  0.46
3 N -0.2925 1.5287 -0.2594  -0.84
4 N -1.8154 0.4798 1.2998  -0.84
5 H -0.5999 1.7028 -1.2148  0.37
6 H -0.2859 2.3209 0.3731  0.38
7 H -1.5891 1.2024 1.9842  0.31
8 H -0.4925 -1.0831 -1.2908  0.17
9 H -1.9869 -0.1860 -1.3982  0.23
10 H -1.7814 -1.5537 -0.2679  0.25
11 N 0.8956 -0.1567 0.9408  -0.41
12 N 1.0540 -1.5585 0.9602  -0.64
13 N 1.8792 0.8959 -0.3018  0.20
14 N 1.9634 0.3296 -1.3503  -0.44
15 H 1.0724 0.1871 1.8802  0.36
16 H 0.7548 -1.9225 0.0531  0.34
17 H 2.0238 -1.8615 1.0274  0.34
18 H 1.3747 0.0526 -2.1390  0.42



2 unconnected molecules or ions with the total composition C2H10N6. Source: OMol25; level of theory: ωB97M-V/def2-TZVPD.

Total charge ... +2
HOMO energy ... -18.12 eV

Last column: natural (NBO) charge in e.
Element x y z (Å)
1 C 0.1090 1.0825 1.0786  0.47
2 C -1.2114 -0.8191 0.4729  -0.48
3 N 0.8186 2.1602 0.7557  0.06
4 N -0.2203 0.1155 0.2049  -0.38
5 N -0.4883 1.1178 2.3529  -0.72
6 N 0.7624 -1.4918 -1.7898  -0.30
7 N 1.5596 2.2735 -0.2284  -0.26
8 N 0.8076 -0.2444 -1.7620  -0.12
9 H -2.2120 -0.5188 0.7210  0.28
10 H -1.3398 -1.6109 -0.1840  0.22
11 H -0.8505 -1.2448 1.5223  0.24
12 H -0.6182 1.9762 2.9034  0.45
13 H -1.1581 0.4337 2.5674  0.42
14 H -0.0412 -1.9688 -1.7964  0.40
15 H 1.6312 -2.0028 -1.6067  0.44
16 H 1.9343 3.2262 -0.4623  0.47
17 H 1.8374 1.4607 -0.8368  0.43
18 H 0.0065 0.2409 -2.0796  0.39



2 unconnected molecules or ions with the total composition C2H10N7. Source: OMol25; level of theory: ωB97M-V/def2-TZVPD.

Total charge ... +1
HOMO energy ... -11.83 eV

Last column: natural (NBO) charge in e.
Element x y z (Å)
1 C -0.3270 -0.6052 0.1758  0.08
2 C 0.4703 -1.0796 -0.7920  0.33
3 N -0.3296 3.1021 1.1420  -0.19
4 N -0.2718 4.0575 1.7489  0.30
5 N 0.1804 4.9330 2.4821  -0.44
6 N -0.9040 0.7264 -0.0149  -0.75
7 N -0.7454 -1.0817 1.4325  -0.85
8 N 0.9222 -2.4368 -0.8134  -0.79
9 N 0.6933 -0.3801 -1.9582  -0.81
10 H -0.2936 5.8128 2.3057  0.39
11 H -1.4380 0.7034 -0.9745  0.46
12 H -1.6737 0.9698 0.6656  0.46
13 H -0.1966 -0.5648 2.0838  0.38
14 H -0.8169 -2.1318 1.5148  0.41
15 H 1.0959 -2.7949 0.1546  0.40
16 H 1.7000 -2.4906 -1.4056  0.38
17 H -0.2045 1.5712 0.2248  0.47
18 H 0.9434 0.5670 -2.0650  0.40
19 H 1.3067 -0.9218 -2.4876  0.38



2 unconnected molecules or ions with the total composition C2H10NO. Source: OMol25; level of theory: ωB97M-V/def2-TZVPD.

Total charge ... +1
HOMO energy ... -15.07 eV

Last column: natural (NBO) charge in e.
Element x y z (Å)
1 C 2.1149 -0.6976 -0.3309  -0.26
2 O 1.2530 -0.2245 0.7473  -0.78
3 H 1.5706 -0.6906 1.5270  0.50
4 H 1.6003 -0.5559 -1.2795  0.18
5 H 2.9992 -0.0702 -0.4041  0.20
6 H 2.4182 -1.7056 -0.1256  0.20
7 C -2.1353 -0.0001 -0.6111  -0.43
8 N -1.1840 0.8518 0.1588  -0.68
9 H -1.0429 1.8335 -0.0845  0.44
10 H -1.4307 0.8164 1.1520  0.44
11 H -0.2685 0.3964 0.1123  0.47
12 H -3.1362 0.4330 -0.6772  0.24
13 H -2.3437 -0.8765 -0.0095  0.24
14 H -1.7684 -0.1696 -1.6113  0.24



2 unconnected molecules or ions with the total composition C2H10NO. Source: OMol25; level of theory: ωB97M-V/def2-TZVPD.

Total charge ... +1
HOMO energy ... -15.07 eV

Last column: natural (NBO) charge in e.
Element x y z (Å)
1 C -1.2195 1.7830 -1.3087  -0.24
2 O -0.9081 0.5916 -0.5494  -0.79
3 H -1.3550 0.5806 0.3095  0.49
4 H -0.3606 1.9489 -1.9554  0.19
5 H -2.1275 1.6046 -1.8434  0.19
6 H -1.3394 2.6725 -0.6988  0.19
7 C 0.8061 -1.1080 1.4994  -0.44
8 N 1.0899 -1.2159 0.0322  -0.68
9 H 2.0583 -0.9240 -0.1054  0.44
10 H 0.9821 -2.1795 -0.2867  0.44
11 H 0.4786 -0.6057 -0.5526  0.48
12 H 1.3328 -1.9007 2.0074  0.25
13 H -0.2728 -1.2025 1.7033  0.23
14 H 0.8350 -0.0450 1.7488  0.25



2 unconnected molecules or ions with the total composition C2H10NO. Source: OMol25; level of theory: ωB97M-V/def2-TZVPD.

Total charge ... +1
HOMO energy ... -15.10 eV

Last column: natural (NBO) charge in e.
Element x y z (Å)
1 C 1.2751 1.1963 0.2777  -0.50
2 N 1.5659 -0.2274 0.0163  -0.67
3 H 1.2264 -0.7983 0.8136  0.46
4 H 1.1689 -0.4629 -0.9055  0.45
5 H 2.5497 -0.4428 0.0854  0.44
6 H 1.9567 1.6716 1.0080  0.25
7 H 0.0767 1.2003 0.5345  0.30
8 H 1.2368 1.8336 -0.5866  0.24
9 C -1.7609 -0.6637 -0.7500  -0.25
10 O -1.1414 -0.2312 0.4767  -0.78
11 H -1.6573 -0.5172 1.2449  0.50
12 H -1.9422 -1.7580 -0.7081  0.20
13 H -0.9839 -0.4959 -1.5214  0.15
14 H -2.6279 -0.0162 -0.9998  0.21



2 unconnected molecules or ions with the total composition C2H10NO. Source: OMol25; level of theory: ωB97M-V/def2-TZVPD.

Total charge ... +1
HOMO energy ... -14.31 eV

Last column: natural (NBO) charge in e.
Element x y z (Å)
1 N -0.4063 0.7735 2.8785  -0.92
2 H 0.3799 0.2211 3.1950  0.46
3 H -0.3599 1.7807 3.0073  0.46
4 H -0.3783 0.7364 1.7621  0.50
5 H -1.4163 0.3986 3.2405  0.49
6 C 0.8493 -0.2589 -1.4979  -0.04
7 O 0.3752 -0.3272 -0.1195  -0.79
8 C -0.4321 -0.5216 -2.3550  -0.64
9 H 1.2996 0.6260 -1.6665  0.17
10 H 1.6675 -1.1238 -1.5446  0.17
11 H 0.9462 -0.7722 0.4263  0.47
12 H -1.1583 0.3943 -2.2368  0.21
13 H -0.2963 -0.7324 -3.3655  0.23
14 H -1.0703 -1.1943 -1.7238  0.23



2 unconnected molecules or ions with the total composition C2H10NO. Source: OMol25; level of theory: ωB97M-V/def2-TZVPD.

Total charge ... +1
HOMO energy ... -15.66 eV

Last column: natural (NBO) charge in e.
Element x y z (Å)
1 C -1.7433 1.5109 0.0447  -0.26
2 O -0.7524 0.9078 0.9166  -0.74
3 H -0.1531 1.5897 1.2197  0.51
4 H -1.4745 2.4692 -0.3729  0.21
5 H -1.9165 0.8562 -0.8135  0.18
6 H -2.6604 1.5345 0.6284  0.21
7 C 1.7192 -0.9262 -0.5545  -0.43
8 N 0.4377 -1.2814 0.1615  -0.71
9 H -0.0619 -1.9883 -0.3737  0.43
10 H 0.6022 -1.7608 1.0509  0.43
11 H -0.1048 -0.3570 0.3438  0.47
12 H 1.7420 -1.4960 -1.4977  0.24
13 H 2.6088 -1.1907 0.0383  0.24
14 H 1.7569 0.1319 -0.7916  0.23



2 unconnected molecules or ions with the total composition C2H10NO2. Source: OMol25; level of theory: ωB97M-V/def2-TZVPD.

Total charge ... +1
HOMO energy ... -15.11 eV

Last column: natural (NBO) charge in e.
Element x y z (Å)
1 C 1.2677 -0.1239 -1.0556  -0.11
2 O 1.4703 0.0260 0.3339  -0.73
3 C -0.2011 -0.4573 -1.3393  -0.23
4 N -1.0663 0.3259 -0.2948  -0.71
5 H 1.6504 0.7355 -1.5986  0.20
6 H 1.7740 -1.0536 -1.3995  0.21
7 H 2.2228 0.6286 0.4489  0.50
8 H -0.5379 -1.4871 -1.2081  0.23
9 H -0.5580 -0.1159 -2.3062  0.23
10 H -2.0268 0.0194 -0.3992  0.44
11 H -0.5818 0.1760 0.6152  0.50
12 H -0.8895 1.3058 -0.5085  0.43
13 H -1.4008 0.4343 3.2153  0.50
14 H -0.3210 -0.5414 2.9981  0.49
15 O -0.8020 0.1279 2.4984  -0.97



3 unconnected molecules or ions with the total composition C2H10NO2S. Source: OMol25; level of theory: ωB97M-V/def2-TZVPD.

Total charge ... -1
HOMO energy ... -2.60 eV

Last column: natural (NBO) charge in e.
Element x y z (Å)
1 C 1.5707 -0.2475 0.7390  -0.23
2 C 0.6907 1.0048 0.4757  -0.54
3 S -1.0332 0.5938 -0.0481  -0.75
4 N 0.9393 -1.5544 0.8095  -0.87
5 H 2.1106 -0.0939 1.6779  0.15
6 H 2.3843 -0.2778 0.0077  0.17
7 H 1.1402 1.6924 -0.2397  0.18
8 H 0.6277 1.5878 1.4028  0.17
9 H 0.2341 -1.5926 0.0758  0.39
10 H 0.3681 -1.5532 1.6501  0.34
11 H 2.3890 -2.2761 2.2275  0.49
12 H 2.4756 -3.7322 2.6258  0.45
13 O 2.9923 -3.0337 2.2176  -0.95
14 H -4.4285 2.0244 -3.6321  0.47
15 H -3.6723 3.2702 -3.2127  0.48
16 O -4.0059 2.8087 -3.9923  -0.95



Electronic energy for every record listed, in sequence, given in hartree: -410.48044 -409.90855 -465.15348 -211.92633 -211.92066 -211.89882 -211.88000 -211.92759 -287.18195 -685.63899.
Relative energy (zero: lowest compared OMol25 entry of this formula, charge and spin) for every record listed, in sequence, given in kJ/mol: 747.0 445.7 206.2 84.2 99.1 156.5 205.9 80.9 37.8 75.3.